1.
Formula: C16H18F24NO5S
Source: OMol25
Level of theory: ωB97M-V with the def2-TZVPD basis set

**HOMO-LUMO gap**: 0.348 hartree
**Charge**: +1
**Calculated total energy**: -104658.917 eV
**E_HOMO**: -13.092 eV

Element x y z (Å)
C 6.576 2.159 1.109
S 5.252 1.031 1.410
N 3.782 2.095 1.806
O 5.476 0.352 2.634
O 4.826 0.365 0.234
H 6.371 3.153 1.502
H 6.744 2.176 0.035
H 7.418 1.710 1.632
H 3.568 1.992 2.802
H 3.912 3.085 1.583
H 2.993 1.742 1.242
C 3.673 -2.467 1.212
C 2.673 -2.269 2.357
C 2.938 -2.962 3.700
F 2.942 -4.294 3.542
F 1.944 -2.627 4.551
F 1.421 -2.512 1.953
F 2.744 -0.903 2.652
O 3.364 -3.419 0.224
C 3.705 -4.740 0.363
C 2.470 -5.657 0.408
F 1.636 -5.259 1.390
F 2.879 -6.912 0.671
F 4.503 -4.938 1.425
F 4.402 -5.090 -0.740
H 3.638 -1.511 0.695
H 4.688 -2.590 1.596
H 3.892 -2.635 4.122
H 1.950 -5.629 -0.551
C -1.869 2.318 1.127
C -1.296 1.118 0.362
C -0.043 0.444 0.935
F 0.957 1.383 0.952
F 0.355 -0.549 0.129
F -1.078 1.436 -0.928
F -2.258 0.153 0.406
O -1.480 3.614 0.695
C -0.364 4.250 1.136
C 0.636 4.579 0.006
F 0.985 3.476 -0.683
F 1.769 5.077 0.574
F 0.254 3.576 2.138
F -0.734 5.444 1.641
H -2.939 2.275 0.928
H -1.727 2.190 2.201
H -0.209 0.057 1.941
H 0.208 5.316 -0.673
C -6.053 -1.157 -4.033
C -7.077 -0.921 -2.918
C -7.866 0.395 -2.933
F -7.033 1.453 -2.839
F -8.696 0.415 -1.870
F -6.509 -1.104 -1.711
F -8.027 -1.892 -3.088
O -4.702 -0.858 -3.730
C -4.165 0.379 -3.901
C -3.685 0.991 -2.572
F -4.684 1.042 -1.670
F -3.258 2.254 -2.801
F -4.985 1.212 -4.559
F -3.045 0.236 -4.656
H -6.062 -2.235 -4.184
H -6.379 -0.687 -4.962
H -8.457 0.477 -3.849
H -2.865 0.395 -2.170

These are the natural (NBO) partial charges, in e, on atoms 1 to 8:
1 C -0.888
2 S 2.260
3 N -0.934
4 O -0.858
5 O -0.855
6 H 0.272
7 H 0.292
8 H 0.302

***

2.
Formula: C4H5N3O
Source: OMol25
Level of theory: ωB97M-V with the def2-TZVPD basis set

**HOMO-LUMO gap**: 0.335 hartree
**Relative energy (zero: lowest compared OMol25 entry of this formula, charge and spin)**: 110.0 kcal per mole
**SMILES**: C=N/N=c1\[nH]cco1
**Calculated total energy**: -10742.844 eV
**E_HOMO**: -8.154 eV

Element x y z (Å)
C -1.661 -0.958 2.279
N -1.200 -0.621 1.160
N -0.387 0.547 1.163
C 0.171 0.680 0.035
N -0.190 -0.059 -1.064
C 0.889 0.070 -1.910
C 1.769 1.007 -1.529
O 1.247 1.522 -0.333
H -2.437 -1.697 2.463
H -1.614 -0.276 3.237
H -0.685 -1.037 -0.724
H 1.123 -0.475 -2.859
H 2.977 1.296 -1.919

These are the natural (NBO) partial charges, in e, on atoms 1 to 8:
1 C -0.060
2 N -0.318
3 N -0.425
4 C 0.689
5 N -0.633
6 C -0.115
7 C 0.033
8 O -0.464

***

3.
Formula: C2H3N3OS
Source: OMol25
Level of theory: ωB97M-V with the def2-TZVPD basis set

**HOMO-LUMO gap**: 0.307 hartree
**Relative energy (zero: lowest compared OMol25 entry of this formula, charge and spin)**: 76.1 kcal per mole
**SMILES**: S/N=c1/nc[nH]o1
**Calculated total energy**: -19471.785 eV
**E_HOMO**: -8.006 eV

Element x y z (Å)
S 1.367 -0.121 -1.694
N 1.410 -0.230 0.080
C 0.187 0.110 0.518
N -0.262 0.133 1.838
C -1.516 0.167 1.708
N -1.949 0.148 0.325
O -0.757 0.018 -0.311
H 2.738 0.048 -1.841
H -2.216 0.224 2.396
H -2.755 -0.495 -0.033

These are the natural (NBO) partial charges, in e, on atoms 1 to 8:
1 S 0.095
2 N -0.604
3 C 0.579
4 N -0.422
5 C 0.257
6 N -0.325
7 O -0.308
8 H 0.125

***

4.
Formula: C14H16
Source: OMol25
Level of theory: ωB97M-V with the def2-TZVPD basis set

**HOMO-LUMO gap**: 0.363 hartree
**Relative energy (zero: lowest compared OMol25 entry of this formula, charge and spin)**: 17.8 kcal per mole
**SMILES**: Cc1ccccc1.Cc1ccccc1
**Calculated total energy**: -14776.995 eV
**E_HOMO**: -8.955 eV

Element x y z (Å)
C 1.847 3.953 -0.764
C 2.164 2.535 -0.352
C 2.066 1.578 -1.370
C 2.088 0.203 -1.077
C 2.211 -0.219 0.237
C 2.350 0.707 1.245
C 2.320 2.050 0.948
H 1.603 4.501 0.171
H 0.940 4.125 -1.350
H 2.700 4.543 -1.084
H 2.035 1.863 -2.410
H 1.827 -0.508 -1.849
H 2.276 -1.298 0.385
H 2.263 0.332 2.269
H 2.207 2.711 1.801
C -0.980 -1.036 2.022
C -1.664 -1.605 0.805
C -2.105 -2.889 0.671
C -2.700 -3.410 -0.498
C -3.060 -2.524 -1.472
C -2.765 -1.153 -1.294
C -2.023 -0.704 -0.246
H -1.506 -0.172 2.417
H 0.039 -0.717 1.773
H -0.967 -1.727 2.865
H -1.945 -3.662 1.433
H -2.960 -4.465 -0.578
H -3.467 -2.852 -2.419
H -3.114 -0.464 -2.078
H -1.678 0.304 -0.201

These are the natural (NBO) partial charges, in e, on atoms 1 to 8:
1 C -0.642
2 C -0.022
3 C -0.203
4 C -0.204
5 C -0.231
6 C -0.205
7 C -0.219
8 H 0.212

***

5.
Formula: C5H10O2
Source: OMol25
Level of theory: ωB97M-V with the def2-TZVPD basis set

**HOMO-LUMO gap (spin up / spin down)**: 0.257 / 0.257 hartree
**Relative energy (zero: lowest compared OMol25 entry of this formula, charge and spin)**: 194.8 kcal per mole
**Calculated total energy**: -9434.596 eV
**E_HOMO (spin up / spin down)**: -7.557 / -7.559 eV

Element x y z (Å)
C -1.424 -1.150 -1.025
C -0.983 0.167 -0.572
O 0.485 -1.253 0.710
C 1.013 -0.423 1.536
C 0.817 1.007 1.126
C 0.078 0.910 -1.010
O 1.188 0.372 -1.579
H -1.947 -1.642 -0.207
H -0.583 -1.686 -1.458
H -2.222 -0.897 -1.747
H -1.860 0.701 -0.236
H 1.861 -0.906 2.060
H 0.719 0.308 2.751
H 0.058 1.610 1.591
H 1.660 1.496 0.651
H -0.209 1.841 -1.506
H 1.350 -0.453 -1.087

These are the natural (NBO) partial charges, in e, on atoms 1 to 8:
1 C -0.649
2 C 0.016
3 O -0.750
4 C 0.055
5 C -0.259
6 C 0.054
7 O -0.697
8 H 0.245

***

6.
Formula: C15H16N2O4
Source: OMol25
Level of theory: ωB97M-V with the def2-TZVPD basis set

**HOMO-LUMO gap**: 0.311 hartree
**Relative energy (zero: lowest compared OMol25 entry of this formula, charge and spin)**: 31.4 kcal per mole
**SMILES**: CCC(=O)Nc1ccc(NC(=O)c2ccco2)c(OC)c1
**Calculated total energy**: -26984.766 eV
**E_HOMO**: -8.044 eV

Element x y z (Å)
C -4.975 -1.556 -0.701
C -5.039 -0.251 0.093
C -3.864 0.646 -0.266
O -3.969 1.607 -0.992
N -2.696 0.226 0.304
C -1.412 0.761 0.179
C -1.131 1.876 -0.599
C 0.171 2.335 -0.677
C 1.205 1.711 0.002
N 2.510 2.221 -0.089
C 3.686 1.550 -0.228
O 4.752 2.114 -0.066
C 3.611 0.141 -0.643
C 4.565 -0.836 -0.517
C 4.017 -1.999 -1.098
C 2.780 -1.642 -1.546
O 2.526 -0.356 -1.278
C 0.916 0.602 0.822
O 1.963 0.075 1.515
C 1.751 -1.063 2.310
C -0.385 0.134 0.887
H -4.982 -1.344 -1.768
H -4.071 -2.117 -0.470
H -5.835 -2.180 -0.469
H -5.954 0.284 -0.159
H -5.039 -0.459 1.165
H -2.754 -0.589 0.899
H -1.921 2.371 -1.136
H 0.397 3.197 -1.287
H 2.617 3.220 0.038
H 5.526 -0.719 -0.060
H 4.478 -2.962 -1.177
H 2.018 -2.194 -2.062
H 1.043 -0.863 3.122
H 1.397 -1.911 1.714
H 2.724 -1.307 2.734
H -0.624 -0.720 1.504

These are the natural (NBO) partial charges, in e, on atoms 1 to 8:
1 C -0.597
2 C -0.491
3 C 0.687
4 O -0.599
5 N -0.606
6 C 0.158
7 C -0.263
8 C -0.207